(1)
Below is a 3-piece molecular cluster, C45H76ClF3N4O7 overall at a distorted geometry, with properties calculated with the ωB97M-V functional and the def2-TZVPD basis.

Structure (XYZ):
```
136
Properties=species:S:1:pos:R:3:forces:R:3
C 5.67032 -7.76124 1.40692 -0.814 -0.317 0.594
C 4.46741 -6.84366 1.28176 1.212 -0.017 0.043
C 3.24596 -7.28587 0.81831 0.321 -0.642 -0.085
C 2.16610 -6.43702 0.74824 -1.180 -0.324 -0.440
C 2.25545 -5.10743 1.10912 0.250 0.563 0.274
C 1.09216 -4.12553 1.07435 0.619 -1.280 -0.286
C 0.73855 -3.56472 -0.34169 -1.898 1.034 1.568
C -0.80227 -3.64924 -0.46208 0.342 0.669 -0.312
C -1.36476 -2.98256 -1.75004 -1.401 0.257 0.235
C -2.42072 -1.95823 -1.35330 0.689 0.548 -0.532
F -3.73250 -2.17607 -1.62179 0.086 -0.991 0.840
C -2.14803 -0.83179 -0.69468 -0.506 -0.578 -0.136
F -2.96314 -0.35887 0.24138 -0.091 0.904 -0.611
F -1.06897 -0.10258 -0.87616 0.352 -0.226 0.814
O 1.43785 -4.25404 -1.41878 -0.006 -0.629 0.036
C 0.84161 -5.31401 -1.85010 -1.283 -1.474 -1.431
N 0.24657 -6.19927 -2.34454 1.397 1.719 1.210
O 1.00141 -2.20889 -0.48851 0.945 -1.058 -0.327
C 2.36933 -1.83234 -0.24684 0.202 0.685 -0.294
C 2.87081 -1.09626 -1.49829 -0.021 -0.254 0.431
C 3.05601 -1.97067 -2.74458 0.176 0.535 -0.356
O 4.16095 -1.37920 -3.46576 -0.092 -0.311 0.286
C 1.85257 -2.00568 -3.70453 0.061 -0.173 -0.521
N 1.29662 -0.66874 -3.97181 0.205 -0.493 0.591
C 2.42912 -0.99392 1.08331 -0.709 0.178 0.036
C 3.17584 0.35756 1.06602 0.564 0.352 1.412
C 4.30415 0.42226 2.17013 -0.096 0.875 -1.834
C 5.66619 0.18425 1.46106 -0.452 -0.544 0.737
Cl 6.59828 -1.07392 2.38641 0.131 0.418 -0.305
O 1.07641 -0.75392 1.52050 0.588 -0.470 0.113
C 0.99274 -0.48908 2.91095 -0.940 0.749 0.744
C 0.21116 -1.54671 3.70755 0.385 -0.293 -0.741
C -1.12348 -1.97869 3.04714 0.123 -0.204 1.371
C -2.19628 -2.11225 4.16400 0.321 -0.302 -0.632
C -3.40386 -2.93727 3.69578 -0.144 0.903 0.481
O -4.58509 -2.40141 4.31667 0.142 -0.299 -0.255
C 3.49244 -4.68082 1.56388 0.132 0.782 0.371
C 4.58271 -5.51834 1.66111 0.026 0.282 0.113
H 5.61071 -8.57450 0.67678 0.302 0.257 -0.027
H 5.60336 -8.24407 2.39547 0.172 0.059 -0.215
H 6.61879 -7.22142 1.38202 -0.144 -0.114 -0.268
H 3.17249 -8.32932 0.51704 -0.233 0.186 -0.013
H 1.21706 -6.83285 0.38219 0.156 0.064 0.094
H 1.29119 -3.33822 1.80333 -0.139 0.216 -0.439
H 0.21554 -4.67135 1.44921 0.092 0.210 -0.162
H -1.18846 -4.65449 -0.26861 0.201 0.043 -0.386
H -1.14924 -3.03381 0.37717 0.238 -0.239 -0.040
H -1.89386 -3.73643 -2.34309 0.431 0.214 -0.307
H -0.61557 -2.43232 -2.32402 0.113 -0.485 0.002
H 3.02152 -2.70802 -0.11172 -0.399 0.012 -0.016
H 2.19041 -0.26317 -1.70991 0.334 0.034 0.054
H 3.86759 -0.70578 -1.26153 -0.255 0.029 -0.223
H 3.37094 -2.98525 -2.45984 -0.389 0.099 0.039
H 4.44272 -2.05758 -4.08874 0.126 0.221 -0.109
H 2.23791 -2.36576 -4.67114 -0.056 -0.082 0.274
H 1.09095 -2.73460 -3.39175 0.252 0.104 0.124
H 0.72455 -0.70707 -4.80613 -0.101 0.104 0.153
H 0.71874 -0.41892 -3.17468 -0.209 0.232 -0.310
H 2.86912 -1.62168 1.87692 0.195 0.029 -0.387
H 2.46490 1.14930 1.33577 -0.110 -0.321 -0.306
H 3.65052 0.67374 0.13567 -0.393 -0.253 -0.051
H 4.28955 1.46664 2.52625 0.091 -0.583 0.370
H 4.11992 -0.29788 2.96684 0.160 0.222 0.000
H 6.23534 1.11216 1.38698 0.184 -0.319 0.147
H 5.53316 -0.22940 0.45851 0.087 0.017 0.218
H 0.43831 0.46083 3.01844 0.188 -0.154 -0.097
H 1.95745 -0.32752 3.40942 0.013 -0.053 -0.378
H 0.87131 -2.41950 3.84372 -0.277 0.079 0.059
H 0.01229 -1.15547 4.71378 0.144 0.096 -0.205
H -1.00499 -2.99097 2.63986 0.009 0.405 -0.414
H -1.42243 -1.24969 2.28693 -0.058 -0.326 -0.043
H -1.70646 -2.62605 5.00253 -0.253 0.250 0.015
H -2.50248 -1.10941 4.48412 -0.136 -0.270 0.037
H -3.29883 -3.98224 4.01733 0.153 0.064 -0.453
H -3.50307 -2.82888 2.60493 0.069 -0.339 0.142
H -5.31686 -2.92248 3.96867 -0.120 0.160 0.175
H 3.62473 -3.65107 1.89640 -0.093 -0.118 -0.073
H 5.50664 -5.10185 2.05741 -0.026 -0.243 -0.138
C -0.03194 4.88704 4.00972 -0.190 0.196 -0.155
C 1.50108 4.68434 4.15019 -1.965 -0.227 0.753
C 2.11518 5.76964 5.04512 0.458 0.378 -0.152
C 2.26399 7.13207 4.37404 -0.050 -0.043 -0.044
C 2.97732 6.99440 3.03147 0.148 -0.058 0.593
C 2.30424 5.97331 2.11374 -1.033 1.120 -1.405
N 2.11330 4.65323 2.78773 2.344 0.490 1.349
O 3.26879 4.06146 2.86865 -0.352 -0.549 -0.548
C 0.95585 6.54728 1.63336 -0.297 -0.016 0.222
C 3.12112 5.82747 0.82850 0.435 -0.516 0.113
C 1.64868 3.35036 4.88786 0.649 -0.344 -0.341
H -0.37720 4.64441 3.00476 0.078 0.055 -0.014
H -0.58982 4.22757 4.67429 0.173 0.023 0.136
H -0.34622 5.90484 4.24406 0.012 0.011 -0.088
H 3.10986 5.44721 5.37057 -0.021 -0.136 -0.103
H 1.51707 5.87473 5.95323 -0.103 -0.175 -0.063
H 1.28684 7.60620 4.24665 0.002 -0.024 -0.050
H 2.83856 7.79580 5.02387 -0.036 -0.011 0.012
H 3.01285 7.96851 2.53842 -0.072 -0.106 -0.180
H 4.01838 6.70755 3.21252 -0.045 -0.165 -0.058
H 0.42311 5.82627 1.01080 0.035 -0.025 0.030
H 1.12282 7.44115 1.03142 0.169 -0.061 -0.013
H 0.29485 6.85192 2.44060 -0.007 -0.081 0.016
H 4.14949 5.52235 1.02007 -0.078 -0.107 0.077
H 3.16632 6.78218 0.30440 -0.149 0.056 0.122
H 2.66572 5.09880 0.15497 0.004 -0.022 0.048
H 1.25243 2.52294 4.29448 0.003 0.032 -0.028
H 1.09686 3.38473 5.82724 -0.100 0.181 -0.088
H 2.68500 3.12556 5.14033 0.014 0.010 -0.176
C -3.81678 2.04774 -5.92303 0.219 -0.065 0.224
C -5.36573 2.08152 -6.02920 1.878 0.698 -0.569
C -5.94262 3.25217 -5.22077 -0.402 -0.037 0.458
C -5.95905 3.02914 -3.71033 0.034 -0.055 -0.044
C -6.61400 1.69171 -3.37119 -0.165 0.552 -0.211
C -5.97222 0.52183 -4.11741 1.173 -0.930 1.394
N -5.91124 0.76318 -5.58992 -2.383 1.301 0.201
O -7.10936 0.62807 -6.07963 0.389 -0.612 -0.313
C -4.56502 0.27417 -3.53980 0.330 0.280 -0.081
C -6.73276 -0.76535 -3.79414 -0.484 -0.067 -0.470
C -5.64522 2.36823 -7.50686 -0.637 -0.440 -0.176
H -3.44170 1.02551 -5.87500 -0.079 -0.001 0.068
H -3.34145 2.48974 -6.79864 -0.179 0.132 -0.006
H -3.44107 2.59225 -5.05562 -0.005 -0.084 0.040
H -6.97281 3.43811 -5.54208 0.016 -0.144 -0.101
H -5.38376 4.16314 -5.44823 0.091 -0.109 -0.151
H -4.94481 3.07766 -3.30396 0.000 -0.059 -0.009
H -6.51520 3.83758 -3.23022 0.034 0.010 -0.017
H -6.55439 1.52157 -2.29362 0.076 -0.197 -0.052
H -7.68079 1.75007 -3.61084 0.037 -0.104 -0.146
H -4.05527 -0.52675 -4.07862 -0.042 0.006 -0.019
H -4.63321 -0.02780 -2.49512 -0.200 -0.045 -0.047
H -3.92355 1.15250 -3.55176 -0.004 -0.001 -0.106
H -7.78889 -0.70248 -4.05494 0.070 0.043 -0.143
H -6.68137 -0.97050 -2.72452 0.161 0.135 0.002
H -6.29910 -1.61899 -4.31827 -0.007 0.039 -0.034
H -5.28197 1.55916 -8.14389 -0.010 -0.011 0.043
H -5.13862 3.28571 -7.80704 0.116 -0.023 0.195
H -6.70581 2.51399 -7.70993 -0.005 -0.171 0.065
```
Positions in Å, forces in eV/Å.

Calculated values
Lowest unoccupied orbital energy (spin up / spin down), eV: 0.429 / -0.124
HOMO energy (spin up / spin down), eV: -8.54 / -9.08
Multiplicity: 3
Total energy, eV: -88858.126

---

(2)
Below is a 2-piece molecular cluster, C4H14N3S overall at a distorted geometry, with properties calculated with the ωB97M-V functional and the def2-TZVPD basis.

Structure (XYZ):
```
22
Properties=species:S:1:pos:R:3:forces:R:3
C 2.41160 1.05233 0.73080 -0.964 0.613 -1.494
C 1.01952 3.57056 1.09456 1.540 1.262 -2.470
S 2.68680 2.84373 0.92846 -0.427 -0.864 0.844
H 3.06821 0.72603 -0.05284 1.291 -0.231 0.141
H 2.48168 0.43835 1.62067 -0.194 0.042 0.044
H 1.50383 0.91145 0.09928 -0.229 0.079 1.159
H 0.56682 3.42564 0.10289 -0.381 -0.138 0.481
H 1.39746 4.60968 1.01075 -0.720 -0.146 0.383
H 0.31128 3.50149 1.88817 0.061 -0.640 0.901
C -2.21125 -1.17514 0.81563 0.422 2.388 -2.197
C -0.79966 -1.95831 -1.10822 0.674 1.082 2.550
N -1.14075 -2.01058 0.21448 -0.829 -0.202 -0.231
N -1.52916 -1.19730 -1.89113 0.110 -0.510 -0.402
N 0.40220 -2.42424 -1.46908 -0.384 -0.466 -0.200
H -0.89551 -2.81842 0.75944 0.438 -0.186 -0.202
H -2.38734 -0.87341 -1.47463 -0.184 0.219 -0.888
H -1.18153 -0.97224 -2.81783 -0.559 0.247 0.312
H 0.61534 -2.65869 -2.42397 0.054 0.105 -0.020
H 1.14345 -2.43236 -0.78854 -0.055 -0.300 0.027
H -3.10502 -1.07732 0.16534 0.106 -0.828 0.579
H -1.84463 -0.11502 0.76757 -0.055 -0.788 0.460
H -2.51332 -1.36623 1.82820 0.283 -0.741 0.221
```
Positions in Å, forces in eV/Å.

Calculated values
Net charge: +1
Lowest unoccupied orbital energy, eV: -3.314
HOMO energy, eV: -10.93
Total energy, eV: -19673.879

---

(3)
Below is C26H31KN2O2Si as an isolated structure at a distorted geometry, with properties calculated with the ωB97M-V functional and the def2-TZVPD basis.

Structure (XYZ):
```
63
Properties=species:S:1:pos:R:3:forces:R:3
K 2.06745 1.86588 1.68617 -1.493 -0.664 0.935
O 5.51789 3.57481 -0.29856 -0.114 -0.018 0.089
C 4.39495 3.18737 0.07374 0.110 -0.223 -0.101
O 4.01236 2.03896 0.40429 1.033 0.554 -0.723
C 3.32775 4.31217 0.13899 0.128 0.150 -0.078
C 3.74699 5.62323 0.38152 -0.028 -0.047 -0.074
C 2.80654 6.63253 0.42890 0.090 0.018 0.030
C 1.47244 6.32065 0.20971 -0.099 -0.097 -0.037
C 1.14361 4.99609 -0.02735 0.034 -0.052 0.061
N 2.04192 4.00885 -0.04682 0.073 0.132 -0.037
H 4.80474 5.80233 0.51195 -0.005 -0.005 -0.005
H 3.10424 7.65389 0.63414 0.016 0.036 0.003
H 0.70041 7.07858 0.23623 -0.010 0.005 -0.008
H 0.11141 4.69718 -0.18622 0.031 -0.016 0.002
C -1.40046 1.12035 0.56319 -0.244 0.277 0.168
Si -1.70954 -0.49290 -0.06365 0.087 -0.078 -0.033
C -0.51703 -1.78537 0.70066 0.111 -0.011 -0.004
N 0.89122 -1.40592 0.59205 0.023 0.056 -0.055
C 1.75608 -1.85035 1.67017 -0.010 0.023 -0.023
C 2.16876 -3.32163 1.57693 -0.071 -0.051 -0.124
C 2.81643 -3.58928 0.21571 -0.021 0.120 0.003
C 1.88934 -3.12538 -0.91181 -0.019 -0.034 0.060
C 1.50055 -1.65539 -0.70742 -0.059 -0.037 0.118
C -3.41382 -1.39195 0.16866 -0.057 -0.093 -0.045
C -3.63039 -2.39581 1.11924 -0.102 -0.025 0.006
C -4.89204 -2.94958 1.33905 0.113 0.082 -0.046
C -5.98203 -2.51499 0.59871 0.044 0.027 -0.016
C -5.79695 -1.52417 -0.36091 0.110 0.044 -0.013
C -4.53483 -0.97807 -0.56516 -0.062 -0.048 0.064
C -1.56925 -0.48915 -1.97240 0.013 -0.031 -0.140
C -0.91486 0.57690 -2.60497 -0.036 -0.058 -0.004
C -0.75921 0.61469 -3.98727 -0.027 -0.068 0.063
C -1.24531 -0.42425 -4.77410 -0.014 -0.011 0.082
C -1.89239 -1.49638 -4.16926 0.031 0.074 0.075
C -2.05258 -1.52049 -2.78651 0.049 0.088 -0.034
H -1.35783 1.20150 1.65573 0.068 0.054 -0.114
H -1.99427 1.93231 0.12379 0.123 -0.025 0.041
H -0.72505 -2.81345 0.34491 0.012 0.022 0.011
H -0.76555 -1.78783 1.77093 0.022 0.019 -0.066
H 1.27645 -1.63560 2.62645 -0.005 0.038 -0.015
H 2.66027 -1.23480 1.62427 0.144 -0.001 0.076
H 1.27869 -3.95253 1.68904 0.014 -0.011 0.007
H 2.85117 -3.56942 2.39617 -0.004 -0.005 -0.026
H 3.08151 -4.64444 0.10179 -0.017 -0.034 -0.003
H 3.75088 -3.01673 0.15725 0.000 -0.020 -0.004
H 0.98409 -3.74347 -0.91622 0.011 -0.001 -0.015
H 2.36541 -3.24767 -1.88997 0.020 -0.015 0.019
H 0.82057 -1.32690 -1.49469 0.013 -0.001 0.067
H 2.40637 -1.04078 -0.78534 -0.011 0.016 0.019
H -2.79537 -2.75624 1.71368 -0.072 0.018 -0.023
H -5.02241 -3.71893 2.09280 0.012 -0.007 -0.001
H -6.96522 -2.93981 0.76740 -0.006 -0.003 -0.003
H -6.64120 -1.17419 -0.94741 0.023 -0.010 0.009
H -4.41082 -0.20155 -1.31700 -0.017 -0.035 0.048
H -0.51031 1.36858 -1.97733 -0.055 -0.065 -0.045
H -0.24488 1.44987 -4.45048 -0.006 -0.007 0.007
H -1.11595 -0.40192 -5.85050 -0.001 0.001 -0.009
H -2.27355 -2.31129 -4.77531 0.000 -0.011 -0.004
H -2.57235 -2.35869 -2.32937 0.021 0.031 -0.015
C 1.57936 1.29213 4.69561 0.044 -0.025 -0.022
H 0.80940 0.50067 4.59294 0.102 0.107 0.020
H 1.14143 2.08388 5.33242 0.038 -0.087 -0.066
H 2.42472 0.85388 5.26082 -0.099 0.037 -0.053
```
Positions in Å, forces in eV/Å.

Calculated values
Net charge: -2
Lowest unoccupied orbital energy, eV: 4.440
HOMO energy, eV: -0.03
Total energy, eV: -58742.304

---

(4)
Below is one molecule with the formula C3H2N2O2 at a distorted geometry, with properties calculated with the ωB97M-V functional and the def2-TZVPD basis.

Structure (XYZ):
```
9
Properties=species:S:1:pos:R:3:forces:R:3
O -1.37233 0.18103 -1.37042 0.210 -0.274 0.560
C -1.44802 -0.27861 -0.27304 -0.033 -0.339 -0.450
C -0.06609 1.62727 0.83145 1.134 0.158 -0.094
N 0.91340 1.08766 0.43447 -0.825 0.379 0.434
C 1.46931 -0.08708 -0.02465 -0.160 -0.284 -0.095
N 0.78500 -1.16065 -0.12054 0.279 0.304 -0.139
O -0.50203 -1.02107 0.39691 -0.263 0.047 0.005
H -2.30090 -0.23835 0.41288 -0.104 0.003 -0.149
H 2.52166 -0.11020 -0.28705 -0.238 0.004 -0.071
```
Positions in Å, forces in eV/Å.

Calculated values
Lowest unoccupied orbital energy, eV: -0.210
HOMO energy, eV: -11.14
Total energy, eV: -10214.771

---

(5)
Below is a 6-piece molecular cluster, C2H14O5 overall at a distorted geometry, with properties calculated with the ωB97M-V functional and the def2-TZVPD basis.

Structure (XYZ):
```
21
Properties=species:S:1:pos:R:3:forces:R:3
C 0.08727 1.82091 1.82345 -0.480 -0.211 0.657
C -1.05217 1.96410 1.13630 0.449 -0.966 0.203
H 0.09820 2.22827 2.85106 0.290 -0.117 -0.667
H 0.94118 1.18228 1.54591 -0.534 0.718 -0.100
H -1.88112 2.45034 1.68744 0.361 -0.206 -1.051
H -1.18827 1.40611 0.16739 -0.218 1.038 1.042
O 2.02276 0.30100 -0.25004 0.392 0.193 -0.783
H 1.35915 0.64716 -0.86107 -0.070 0.066 0.107
H 2.76606 0.16194 -0.86104 -0.158 -0.140 0.460
O -0.43938 -0.34010 -4.17316 -0.144 0.082 0.139
H -0.76086 0.56493 -4.22039 0.025 0.000 -0.099
H -1.13174 -0.80804 -3.67321 0.152 -0.074 0.006
O -2.15308 -1.63602 -2.24695 0.098 -0.057 0.152
H -2.16281 -2.59094 -2.12396 -0.079 -0.015 -0.176
H -1.63466 -1.34113 -1.48468 0.045 0.057 0.190
O -0.45569 -1.24219 0.35394 -0.281 -0.008 -0.093
H -0.33901 -1.64452 1.22100 0.018 -0.076 -0.055
H 0.05577 -0.43160 0.44329 0.168 -0.181 0.030
O 1.71090 -0.98252 2.61764 -0.308 -0.182 -0.150
H 2.46689 -0.39628 2.52819 0.050 -0.067 0.114
H 1.69062 -1.31369 3.51888 0.220 0.146 0.072
```
Positions in Å, forces in eV/Å.

Calculated values
Lowest unoccupied orbital energy, eV: 0.425
SMILES: C=C.O.O.O.O.O
HOMO energy, eV: -10.11
Total energy, eV: -12537.684

---

(6)
Below is a 2-piece molecular cluster, C4H12N2S overall at a distorted geometry, with properties calculated with the ωB97M-V functional and the def2-TZVPD basis.

Structure (XYZ):
```
19
Properties=species:S:1:pos:R:3:forces:R:3
N 1.44157 1.61195 -2.91099 0.975 1.700 0.917
C 0.16130 1.39313 -2.35955 -1.438 0.808 1.038
C -0.23634 0.62159 -1.33827 0.299 -0.832 -0.407
N -1.49710 0.83315 -0.64663 -0.202 -0.420 -2.141
H 1.92204 2.43607 -2.39378 -1.276 -1.601 -1.287
H 2.05816 0.84693 -2.72388 0.295 -0.675 0.053
H -0.65230 2.05066 -2.72353 0.784 0.036 -0.012
H 0.38273 -0.22549 -0.96656 -0.526 0.952 0.018
H -2.17662 0.04902 -0.70240 0.774 0.645 0.121
H -1.95373 1.68167 -0.98466 0.100 -0.264 0.021
C 0.42541 -2.06483 2.66309 -0.070 -0.670 0.956
C 0.00163 -1.16003 1.54858 1.020 0.953 -1.245
S -0.67652 0.45633 2.08488 0.112 0.186 0.221
H -0.39310 -2.24259 3.37460 0.106 0.055 -0.176
H 1.25028 -1.63382 3.24507 -0.156 -0.035 -0.202
H 0.74800 -3.05957 2.29923 -0.098 0.516 0.010
H -0.70275 -1.63624 0.87161 -0.177 -0.211 0.047
H 0.91227 -0.92136 0.94078 -0.656 -0.310 0.395
H -1.01494 0.96342 0.72243 0.134 -0.833 1.673
```
Positions in Å, forces in eV/Å.

Calculated values
Lowest unoccupied orbital energy, eV: 0.729
SMILES: N/C=C/N.CCS
HOMO energy, eV: -7.86
Total energy, eV: -18156.233

---

- Which formula does entry 1 have?
  C45H76ClF3N4O7